Below is C4H5NO2 in the gas phase, with properties calculated with ωB97M-V/def2-TZVPD.

Geometry as XYZ:
```
12
Properties=species:S:1:pos:R:3:mulliken_charge:R:1
C -2.0222 -0.4519 0.2215 -0.67
C 0.0100 0.1653 -0.3896 0.81
C 1.1216 0.9965 -0.1768 -0.70
C 2.1810 0.2090 0.1033 -0.05
H -2.7172 0.4672 0.3983 0.26
H -2.3576 -1.1181 -0.7460 0.24
H -1.6299 -1.0028 1.0880 0.34
H 1.1836 2.0099 0.1638 0.33
H 3.2748 0.3828 0.2846 0.37
N 0.3685 -1.1062 -0.3576 -0.43
O -1.1576 0.5365 -0.4234 -0.35
O 1.7452 -1.0884 -0.1659 -0.17
```

Results
E_LUMO: 0.95 eV
ΔE to the lowest compared entry with this formula, charge and spin: 4.189 eV
E_tot: -360.51549 Eh
Frontier orbital gap: 10.27 eV


Below is C4H10N2OS in the gas phase, with properties calculated with ωB97M-V/def2-TZVPD.

Geometry as XYZ:
```
18
Properties=species:S:1:pos:R:3:mulliken_charge:R:1
O 0.6316 -0.4037 -2.3705 -0.51
C 0.2995 -0.2575 -0.9620 0.51
N 0.7771 -1.3037 -0.2439 -0.39
C 0.1189 -1.6091 0.9569 -0.37
N -0.6056 -2.9140 0.8160 -0.62
C 0.8759 1.1144 -0.6470 -0.79
C 0.5134 1.6431 0.6937 -0.52
S -1.2635 1.8694 0.8462 -0.22
H -0.8355 -0.1028 -0.8574 0.13
H -0.6643 -0.8859 1.2758 0.29
H 0.8745 -1.7209 1.7528 0.34
H -0.0533 -3.4749 0.1545 0.29
H -1.4779 -2.6049 0.3100 0.29
H 1.9578 0.9255 -0.7507 0.33
H 0.6825 1.8465 -1.4504 0.28
H 1.1107 2.5370 0.9902 0.41
H 0.9898 0.8986 1.4228 0.21
H 0.6629 -1.3568 -2.5210 0.32
```

Results
E_LUMO: -3.52 eV
ΔE to the lowest compared entry with this formula, charge and spin: 5.948 eV
E_tot: -741.15940 Eh
Frontier orbital gap: 4.63 eV


Below is a molecular structure, C4H10NS, with properties calculated with ωB97M-V/def2-TZVPD.

Geometry as XYZ:
```
16
Properties=species:S:1:pos:R:3:mulliken_charge:R:1
C -0.9997 -0.2262 0.5215 0.50
C 0.0298 -0.2658 -0.5083 -0.55
C -2.3854 0.2733 0.2317 -1.33
C 2.9093 1.0659 -0.1039 -0.74
N -0.6306 -1.5077 -0.1303 -0.23
S 2.1938 -0.5339 0.2821 0.01
H -0.6853 -0.1462 1.5567 0.41
H -0.0079 0.1116 -1.5128 0.36
H -2.6478 0.1461 -0.8131 0.35
H -2.4551 1.3290 0.4748 0.35
H -3.1068 -0.2595 0.8476 0.37
H 2.1316 1.8238 -0.0622 0.28
H 3.3854 1.0453 -1.0826 0.29
H 3.6456 1.2736 0.6741 0.33
H -0.0691 -2.1864 0.3852 0.30
H -1.3077 -1.9428 -0.7603 0.30
```

Results
E_LUMO: -4.62 eV
ΔE to the lowest compared entry with this formula, charge and spin: 2.551 eV
E_tot: -611.00948 Eh
Total charge: +1
Frontier orbital gap: 8.57 eV


Below is C3H8Si in the gas phase, with properties calculated with ωB97M-V/def2-TZVPD.

Geometry as XYZ:
```
12
Properties=species:S:1:pos:R:3:mulliken_charge:R:1
C -2.3219 0.4437 -0.4596 -0.56
C -1.5273 0.0005 0.4915 -0.36
C 1.6838 0.6807 -0.2296 -0.91
Si 0.5367 -0.8014 0.0324 0.45
H -3.3114 0.8332 -0.2577 0.25
H -2.0324 0.4404 -1.4999 0.20
H -1.8104 -0.0033 1.5368 0.30
H 1.6328 1.3700 0.6096 0.29
H 2.7170 0.3652 -0.3320 0.29
H 1.4114 1.2359 -1.1266 0.29
H 0.4160 -1.6103 -1.1841 -0.10
H 0.9294 -1.6051 1.1953 -0.13
```

Results
E_LUMO: 1.10 eV
ΔE to the lowest compared entry with this formula, charge and spin: 0.329 eV
E_tot: -408.52961 Eh
Frontier orbital gap: 10.82 eV


Below is a molecular structure, C28H28FN7S4Sr, with properties calculated with ωB97M-V/def2-TZVPD.

Geometry as XYZ:
```
69
Properties=species:S:1:pos:R:3:mulliken_charge:R:1
Sr 0.3547 0.3136 -0.7120 1.70
C 1.4259 5.2602 -2.5820 -1.59
C 1.7122 3.8119 -2.1747 0.90
C 2.3483 3.0253 -3.3261 -1.46
C 2.5819 3.7527 -0.9323 1.07
C 3.8629 4.2889 -0.9665 -0.21
C 4.6846 4.2533 0.1479 -1.70
C 4.2158 3.6842 1.3196 -0.16
C 2.9398 3.1403 1.3960 0.79
C 2.4340 2.5998 2.7182 1.09
C 3.2991 1.4417 3.2203 -1.46
C 2.3435 3.7119 3.7680 -1.60
C 2.1131 3.1483 0.2546 -1.84
N 0.8331 2.5692 0.2889 1.75
C -0.1904 3.3494 0.6667 -0.40
C -0.0925 4.6898 1.1352 -0.63
C -1.2075 5.4209 1.5042 -1.04
C -2.4863 4.8805 1.4441 -0.52
C -2.6263 3.5678 0.9972 -0.70
C -1.5149 2.8584 0.6341 0.49
F -1.6840 1.5674 0.1842 -0.21
H 0.7721 5.2858 -3.4573 0.44
H 2.3494 5.7900 -2.8306 0.28
H 0.9313 5.7933 -1.7681 0.35
H 0.7597 3.3366 -1.9442 -0.03
H 3.3049 3.4641 -3.6224 0.33
H 1.6863 3.0122 -4.1941 0.37
H 2.5203 1.9925 -3.0215 0.28
H 4.2266 4.7484 -1.8799 0.32
H 5.6818 4.6768 0.1048 0.34
H 4.8578 3.6708 2.1945 0.30
H 1.4232 2.2307 2.5416 -0.19
H 4.3081 1.7859 3.4662 0.35
H 3.3783 0.6691 2.4563 0.23
H 2.8658 0.9949 4.1195 0.43
H 3.3273 4.1428 3.9712 0.29
H 1.9487 3.3184 4.7089 0.44
H 1.6791 4.5085 3.4267 0.34
H 0.8913 5.1387 1.1956 0.60
H -1.0809 6.4423 1.8487 0.37
H -3.3540 5.4596 1.7311 0.35
H -3.5986 3.0954 0.9282 0.44
N 0.4145 -0.5123 1.7117 -0.02
N 1.3757 -1.5061 1.9679 -0.33
C 2.0853 -1.9984 0.8626 0.07
N 2.9271 -3.0528 1.2648 -0.67
S 2.8429 -0.8670 -0.2223 -0.37
H 0.3821 0.1176 2.5016 0.15
H -0.5274 -0.8994 1.5568 0.02
H 1.0344 -2.2588 2.5566 0.28
H 2.4314 -3.8259 1.6906 0.29
H 3.4777 -3.3669 0.4824 0.25
S -2.4089 -1.5832 0.3577 -0.40
C -1.8599 -3.0414 1.0605 0.14
C -2.7052 -3.7185 1.9669 -1.06
C -2.3054 -4.8415 2.6694 0.77
C -3.1998 -5.4515 3.5979 -0.09
N -3.9331 -5.9277 4.3468 -0.60
C -1.0148 -5.3748 2.4600 0.27
C -0.1991 -4.7698 1.5005 -0.37
C -0.5787 -3.6312 0.7999 -0.08
S 0.5137 -2.9640 -0.3943 -0.12
C -0.5415 -6.4794 3.2136 -0.03
N -0.1378 -7.3622 3.8365 -0.62
H -3.6960 -3.3159 2.1260 0.50
H 0.7558 -5.2329 1.2848 0.64
S -0.3907 0.5000 -5.7669 -0.51
C -0.2100 0.5432 -4.1647 0.01
N -0.0827 0.5947 -2.9981 -1.05
```

Results
E_LUMO: 4.26 eV
ΔE to the lowest compared entry with this formula, charge and spin: 0.707 eV
E_tot: -3190.63208 Eh
Total charge: -2
Frontier orbital gap: 6.81 eV


Below is a molecular structure, C18H17I2MgN3OS2, with properties calculated with ωB97M-V/def2-TZVPD.

Geometry as XYZ:
```
44
Properties=species:S:1:pos:R:3:mulliken_charge:R:1
Mg -0.7485 -0.9413 -1.3520 0.68
I -3.5722 0.8434 -5.1533 0.09
C -3.1971 1.7748 -3.3523 -0.75
C -3.7469 3.0511 -3.0947 -0.34
C -3.5266 3.7069 -1.9203 -0.38
I -4.3714 5.5855 -1.6493 0.06
C -2.7367 3.0982 -0.9051 1.22
C -2.4650 3.6646 0.3566 -0.57
C -1.7237 2.9648 1.2619 -1.05
C -1.2427 1.6930 0.9132 -0.34
N -1.4480 1.1276 -0.2559 -0.53
C -2.1900 1.8269 -1.1675 0.06
C -2.3970 1.1425 -2.4244 0.99
O -1.8377 -0.0074 -2.5711 -0.48
H -4.3584 3.5129 -3.8582 0.34
H -2.8584 4.6433 0.5984 0.20
H -1.5118 3.3677 2.2437 0.39
H -0.6829 1.1192 1.6334 0.78
S -1.1958 -3.2187 -1.6787 -0.46
C 0.2441 -4.0292 -1.0201 -0.45
C 0.3017 -4.4387 0.3141 -0.06
C 1.4050 -5.1177 0.8109 -0.42
C 2.4834 -5.4066 -0.0146 -0.41
C 2.4389 -5.0075 -1.3436 -0.50
C 1.3341 -4.3310 -1.8404 -0.04
H -0.5377 -4.2167 0.9613 0.36
H 1.4211 -5.4280 1.8489 0.36
H 3.3439 -5.9379 0.3709 0.38
H 3.2708 -5.2285 -2.0013 0.35
H 1.3012 -4.0284 -2.8795 0.38
C 1.6395 0.8834 3.5675 -0.99
N 1.2648 0.0502 2.4299 -0.17
C 1.6809 0.0602 1.1585 0.32
S 1.2481 -1.2949 0.1761 -0.45
N 2.4475 1.0232 0.6520 -0.11
C 2.8961 2.2916 1.2182 -0.97
H 1.0803 0.5166 4.4240 0.36
H 1.3732 1.9271 3.4197 0.30
H 2.7007 0.8037 3.7972 0.34
H 0.7205 -0.7745 2.6319 0.27
H 2.6894 0.8431 -0.3093 0.28
H 3.5751 2.1554 2.0559 0.31
H 2.0550 2.9153 1.5152 0.30
H 3.4334 2.8146 0.4320 0.36
```

Results
E_LUMO: -0.25 eV
E_tot: -2527.60889 Eh
Frontier orbital gap: 7.22 eV